## A
DFT (ωB97M-V/def2-TZVPD) results for a cluster of 2 separate species, C3H2F2OS in total.

Each line ends with the Mulliken charge.
CARTESIAN COORDINATES (ANGSTROEM)
C: -2.590 1.308 -0.197  -0.34
C: -1.672 0.562 0.077  -0.33
C: 1.605 -0.130 0.227  0.35
O: 0.290 -2.168 -1.123  -0.32
F: 2.032 -0.022 1.483  -0.21
F: 2.572 -0.448 -0.656  -0.19
S: 0.214 -1.542 0.172  0.53
H: -3.568 1.635 -0.044  0.30
H: 1.118 0.805 0.062  0.22

## Properties
- Frontier orbital gap (alpha / beta): 7.136 / 6.804 eV
- LUMO energy (alpha / beta): -2.87 / -3.05 eV

=====

## B
DFT (ωB97M-V/def2-TZVPD) results for an isolated molecule of C3H2F2OS.

Each line ends with the Mulliken charge.
CARTESIAN COORDINATES (ANGSTROEM)
O: 1.017 1.171 -0.634  -0.57
C: 0.958 -0.234 -0.743  0.44
S: 2.114 -1.127 -1.313  -0.25
C: -0.178 -0.749 0.088  0.52
F: -0.017 -2.092 0.420  -0.22
C: -1.170 0.077 0.613  -0.48
F: -1.254 1.477 0.126  -0.31
H: 0.422 1.697 0.170  0.42
H: -1.892 -0.220 1.273  0.45

## Properties
- Frontier orbital gap: 8.489 eV
- LUMO energy: -0.94 eV
- Structure (SMILES): OC(=S)/C(F)=C\F

=====

A is the least stable structure shown above.